84
Properties=species:S:1:pos:R:3:lowdin_charge:R:1 method="wB97M-V/def2-TZVPD" e_lumo_ev=-4.3 homo_ev=-6.233 charge=0 total_energy_ev=-136986.157 orbital_gap_ha=0.071
C 2.43105 0.45223 -0.71707 -0.094
C 0.95148 0.24282 -1.00604 -0.267
N 0.32105 1.47198 -1.52819 -0.128
S -0.10042 2.54862 -0.34508 0.468
O 1.07296 3.35493 -0.12409 -0.349
O -0.52740 1.86786 0.85115 -0.313
N -1.24806 3.51110 -0.93107 -0.305
S -2.60218 2.77443 -1.30929 0.509
O -2.49649 1.82031 -2.39676 -0.339
O -3.59249 3.79605 -1.61183 -0.374
C -3.35269 1.90379 0.07766 -0.201
C -3.52430 0.38902 -0.10735 -0.382
C -2.31136 -0.51870 -0.14430 -0.034
C -4.38696 0.15588 -1.34441 -0.152
H 2.54428 0.55726 0.35246 0.054
H 2.71353 1.39517 -1.17394 0.013
H 3.06405 -0.33111 -1.11694 0.096
H 0.47736 -0.14543 -0.11040 0.089
H 0.80484 -0.50509 -1.77726 0.118
H -0.46706 1.21942 -2.12048 0.066
H -2.87605 2.09181 1.03141 0.102
H -4.35353 2.32456 0.13502 0.090
H -4.09687 0.07389 0.76519 0.143
H -1.73918 -0.41159 -1.05531 0.066
H -2.66750 -1.54814 -0.13228 0.102
H -1.73617 -0.37882 0.76168 0.087
H -5.03481 -0.72374 -1.31377 0.084
H -3.72014 0.01655 -2.20037 0.076
H -4.87093 1.14243 -1.52273 -0.105
N -0.20773 -3.48230 1.85410 0.028
C -1.09007 -4.42027 2.29504 -0.142
C -1.32781 -5.29689 1.26420 -0.127
C -0.54730 -4.86620 0.15794 -0.127
C 0.13476 -3.74570 0.55981 -0.149
H 0.13924 -2.71578 2.41722 0.105
H -1.46947 -4.38484 3.30169 0.103
H -1.98378 -6.15116 1.30249 0.077
H -0.49008 -5.32329 -0.81589 0.080
H 0.83125 -3.11535 0.03376 0.099
Al -6.13574 1.38126 -2.70813 0.907
Cl -7.38440 -1.56321 -2.79352 0.596
C -8.20748 -2.07805 -4.29178 -0.640
C -7.29328 -2.06910 -5.48624 -0.551
Cl -6.73933 -0.41171 -5.89623 0.558
H -9.05735 -1.41010 -4.43826 0.000
H -8.59962 -3.07983 -4.13117 0.098
H -7.82488 -2.46982 -6.34665 0.094
H -6.39337 -2.65821 -5.32672 0.099
N 4.36287 -0.43576 2.71259 -0.558
O 4.98630 0.61663 2.47633 0.004
O 3.61766 -0.88020 1.85701 0.100
O 4.47436 -1.00647 3.80987 0.133
O 0.55776 -1.91526 4.41852 -0.222
P 1.34624 -2.93912 5.22816 -0.131
O 2.55478 -3.40440 4.42346 -0.161
O 0.47980 -4.15599 5.52128 -0.177
O 1.79454 -2.29562 6.53468 -0.184
Al -8.67127 1.18114 -4.41403 0.694
B -2.85715 -1.74012 -4.21747 -1.281
F -1.71110 -1.23347 -3.60141 0.114
F -3.67522 -2.38762 -3.25889 0.067
F -3.62168 -0.66054 -4.73391 0.042
F -2.52749 -2.60895 -5.25108 0.113
C 4.57525 1.47139 5.56721 0.030
C 5.83514 1.01948 6.46775 -0.327
O 6.12183 -0.15662 6.03245 0.143
H 3.74827 0.78204 5.70856 0.096
H 4.28868 2.46870 5.90368 0.093
H 4.85344 1.49847 4.51888 0.049
H 5.48201 1.10322 7.51400 0.136
H 6.59807 1.81268 6.34241 0.127
C 5.86304 2.92163 0.61519 -0.047
C 6.73342 3.77700 -0.05054 -0.078
C 6.56985 4.01251 -1.41118 -0.124
C 5.53180 3.38675 -2.10161 -0.157
C 4.66106 2.53223 -1.42933 -0.091
C 4.82552 2.30337 -0.07016 -0.040
H 5.98473 2.73352 1.67243 0.102
H 7.53612 4.26194 0.48913 0.108
H 7.24694 4.67775 -1.93405 0.105
H 5.40101 3.56879 -3.16503 0.111
H 3.85179 2.05103 -1.96258 0.095
H 4.15160 1.64248 0.45592 0.080
Na 4.00045 5.31051 -1.50550 0.805